No. 1
Here is a structure of composition C38H62MgO26S4 from the OMol25 dataset. Energies are from the ωB97M-V functional and the def2-TZVPD basis.

Structure (XYZ):
```
131
Properties=species:S:1:pos:R:3:forces:R:3
Mg -5.9671 -1.1513 -0.4804 0.95 0.27 0.07
C -1.0189 -1.5345 -1.0664 4.01 0.49 -0.05
C 0.4556 -1.6364 -1.2691 -0.86 -1.43 -0.48
C 1.4211 -0.3786 -1.0639 1.93 -0.06 -1.90
O 2.5780 -0.3818 -1.6030 -2.82 -0.48 1.58
C 0.8564 0.7242 -0.3573 2.03 -2.14 -1.50
C -0.4769 0.7594 -0.0959 -1.74 3.41 3.39
C -1.4008 -0.3966 -0.4427 -4.04 0.18 0.31
O -2.6538 -0.4651 -0.1325 0.40 1.47 0.99
O -0.8522 1.7708 0.6254 -0.73 -2.42 -1.84
O 0.8397 -2.7603 -1.5706 1.11 0.61 -0.01
H -1.6785 -2.3885 -1.1138 0.12 0.05 -0.40
H 1.5137 1.5187 -0.0363 -0.16 0.12 -0.04
C 6.0488 1.8724 1.6120 0.20 0.36 1.51
C 6.1556 2.1768 3.1376 1.67 0.68 -2.93
C 4.8763 2.5595 3.7656 -0.82 0.89 0.26
O 4.9494 1.8699 4.9821 -1.74 -0.05 2.01
C 6.0166 1.1083 5.0629 1.56 -0.70 -1.74
O 6.4649 0.4544 5.9238 -0.55 -0.75 2.48
O 6.6711 1.1151 3.8857 -0.32 -0.27 -0.64
H 5.9815 2.8600 1.1557 -0.10 -0.19 -0.43
H 5.1566 1.2803 1.4085 0.07 0.01 -0.13
H 6.9415 1.3516 1.2656 -0.08 0.12 -0.03
H 6.8746 2.9802 3.2975 0.10 0.28 -0.35
H 3.9870 2.3199 3.1826 -0.08 -0.46 0.18
H 4.8156 3.6174 4.0212 0.05 0.08 -0.23
C 2.2866 -0.9698 -7.0809 0.16 -0.57 0.70
C 3.6189 -0.2260 -6.9036 -1.99 -3.59 1.50
C 4.8034 -1.2159 -7.1570 0.56 0.53 0.87
O 5.6557 -0.3104 -7.7891 1.45 0.82 -1.51
C 4.9708 0.7744 -8.1815 8.33 4.74 -4.65
O 5.5207 1.7488 -8.7913 -1.96 -3.79 2.21
O 3.7850 0.7175 -7.8839 -5.33 0.97 0.33
H 2.3007 -1.8123 -6.3894 -0.01 0.09 0.47
H 2.2012 -1.5076 -8.0251 0.17 0.59 -0.40
H 1.3711 -0.4181 -6.8675 0.26 0.27 -0.15
H 3.6848 0.2879 -5.9447 0.02 -0.27 0.19
H 4.6353 -2.1106 -7.7565 -0.62 0.27 -0.44
H 5.4765 -1.5577 -6.3707 -1.03 -0.06 0.94
C 3.3498 4.6278 -3.3165 -0.97 2.07 0.18
C 1.8448 5.1794 -3.0066 3.74 -3.76 0.47
C 1.5429 5.8336 -1.6930 1.16 -1.00 1.58
O 1.0029 7.0700 -2.0541 -0.63 -0.07 1.44
C 1.1273 7.1810 -3.3551 -1.38 4.52 -0.84
O 0.8280 8.1636 -3.9611 -0.49 0.72 -0.11
O 1.6679 6.1862 -3.9227 0.42 -2.84 -2.31
H 3.9800 5.5171 -3.3197 0.26 0.18 0.79
H 3.4481 4.4371 -4.3851 -0.58 -0.92 0.06
H 3.7770 3.8627 -2.6682 -0.40 -0.04 -0.14
H 1.2695 4.2542 -3.0414 -0.91 0.44 -1.09
H 2.4402 5.9802 -1.0919 0.14 0.23 0.03
H 0.8843 5.2041 -1.0946 -0.39 0.40 -0.04
C 1.6017 -3.6992 4.8406 0.97 -1.07 0.87
C 1.6567 -2.2586 5.1613 -0.54 0.66 2.02
C 0.9840 -1.3270 4.2378 -0.80 0.06 -2.06
O 0.2635 -0.3825 4.9869 -1.05 0.88 2.73
C 0.2347 -0.7807 6.3652 3.92 1.04 0.17
O 0.1183 -0.1355 7.3961 -1.63 -0.80 -3.05
O 0.9074 -1.9467 6.4078 0.09 -1.29 -0.14
H 0.6791 -4.0701 4.3941 0.36 0.11 -0.38
H 1.8085 -4.2973 5.7281 -0.64 0.22 0.62
H 2.5696 -3.9402 4.4011 -0.46 -0.11 -1.38
H 2.6987 -1.9809 5.3200 -0.05 0.18 0.41
H 0.2793 -1.8687 3.6069 -0.21 -0.09 -0.07
H 1.6611 -0.8311 3.5423 0.04 0.28 0.23
C 5.2154 -4.9515 -0.6319 -0.43 0.84 0.56
C 5.4156 -5.9046 -1.8012 0.79 0.85 2.49
C 4.6965 -5.5662 -3.0681 -1.16 -0.68 -0.78
O 5.6610 -5.8104 -4.0807 1.95 0.26 0.38
C 6.8946 -5.8722 -3.4839 3.54 -0.50 -0.71
O 7.9812 -6.0416 -4.0481 -3.65 0.63 1.21
O 6.8200 -5.7518 -2.1051 -0.88 -0.36 -2.68
H 6.0637 -4.9024 0.0509 0.14 -0.78 -0.07
H 4.3294 -5.1238 -0.0209 -0.11 -0.25 -0.21
H 5.1695 -3.9051 -0.9338 -0.28 -0.02 -0.55
H 5.2967 -6.9334 -1.4614 -0.28 -0.11 -0.25
H 4.2675 -4.5661 -3.1312 0.47 0.24 0.12
H 3.8900 -6.2511 -3.3297 -0.17 -0.04 0.49
C 1.5761 4.8102 6.4683 -0.20 -0.59 -0.52
C 1.4361 5.7921 5.2403 -1.88 -2.86 0.01
C 0.0637 5.8575 4.5538 -0.89 -4.58 -0.55
O -0.2831 7.1879 4.3115 -0.77 -1.93 -0.78
C 0.4912 7.8422 5.0882 2.66 5.68 1.14
O 0.5029 9.0731 5.1139 0.14 -3.05 0.77
O 1.3979 7.0289 5.7603 0.33 4.68 0.91
H 1.2204 3.7810 6.4195 -0.03 -0.22 -1.32
H 0.9469 5.0805 7.3163 0.29 1.05 -0.03
H 2.6125 4.6686 6.7750 0.02 0.55 0.07
H 2.1573 5.6342 4.4384 0.74 0.18 0.39
H -0.6484 5.3370 5.1942 -0.45 0.52 0.29
H 0.0403 5.2397 3.6561 0.02 0.50 -0.38
C -5.0390 4.0766 -2.5282 -1.03 -0.70 0.21
S -5.4199 2.5359 -3.5585 -2.19 -1.76 1.13
O -5.6957 1.1813 -2.7793 0.86 2.86 -0.81
C -7.2346 2.9971 -3.9869 1.73 0.26 0.27
H -5.0110 4.9145 -3.2249 0.41 -0.25 -0.29
H -4.1362 3.9849 -1.9243 0.08 -0.25 -0.43
H -5.8627 4.3196 -1.8570 -0.11 -0.38 0.11
H -7.7737 3.0122 -3.0397 0.07 -0.15 -0.11
H -7.6022 2.2434 -4.6833 0.16 0.01 0.23
H -7.2358 3.9831 -4.4516 -0.06 -0.03 -0.02
C -6.6620 -5.8399 2.6885 -0.65 -0.26 -0.21
S -5.4047 -4.4936 2.9761 -1.06 -0.26 -2.60
O -5.7554 -3.4956 1.8264 0.65 -1.40 1.93
C -3.9912 -5.4825 2.3069 -0.45 1.35 0.13
H -6.5323 -6.8766 2.9989 1.04 0.19 0.67
H -6.7868 -5.9633 1.6127 0.19 0.64 -0.18
H -7.6421 -5.6015 3.1014 0.16 0.64 0.04
H -3.2904 -4.6870 2.0536 0.16 -0.13 -0.11
H -4.3636 -5.9374 1.3890 0.24 -0.26 0.21
H -3.5328 -6.1278 3.0563 -0.35 -0.18 -0.14
C -4.4147 -5.1255 -4.2582 0.05 0.67 0.41
S -5.8841 -4.9053 -3.1708 0.00 0.57 -0.03
O -5.6628 -3.6385 -2.3653 -0.32 -0.43 -0.77
C -7.2748 -4.6980 -4.4279 0.93 0.32 0.62
H -4.2225 -4.2591 -4.8910 -0.64 -0.17 -0.48
H -4.4478 -6.0968 -4.7518 -0.20 0.24 -0.20
H -3.5205 -5.0917 -3.6358 -0.29 -0.37 0.59
H -7.4326 -5.7216 -4.7675 -0.20 0.16 -0.15
H -7.1101 -3.9905 -5.2405 0.54 -0.21 -0.03
H -8.1364 -4.2982 -3.8931 0.07 -0.41 0.33
C -5.9803 0.9034 4.1657 0.61 0.18 0.04
S -7.4274 1.3100 3.1566 1.50 -1.34 -0.51
O -6.9442 0.7469 1.8274 -0.97 0.20 0.18
C -8.4314 0.0607 3.9844 -0.63 -0.66 0.39
H -5.0762 1.2468 3.6629 -0.28 0.67 -0.11
H -5.8166 -0.1739 4.1395 -0.57 -0.13 0.27
H -6.0338 1.3163 5.1730 -0.06 -0.14 -0.02
H -8.3613 0.1727 5.0664 0.15 0.36 0.02
H -8.0590 -0.9416 3.7729 0.29 0.11 -0.32
H -9.4971 0.0626 3.7557 0.11 0.41 -0.40
```
Positions in Å, forces in eV/Å.

## Properties
- DFT total energy (eV) = -142417.44422
- LUMO level (eV) = -3.82
- relative energy (zero: lowest compared OMol25 entry of this formula, charge and spin) (eV) = 15.331

Löwdin atomic charge list, values in e, 8 entries:
1. Mg 1.08
2. C 0.08
3. C -0.29
4. C -0.32
5. O -0.03
6. C 0.00
7. C -0.37
8. C -0.34


No. 2
Here is a structure of composition C38H63BaF4N11OP from the OMol25 dataset. Energies are from the ωB97M-V functional and the def2-TZVPD basis.

Structure (XYZ):
```
119
Properties=species:S:1:pos:R:3:forces:R:3
Ba -1.1557 0.3613 0.9493 -0.39 0.49 0.01
C -3.9546 -0.1691 3.6619 0.00 0.06 -0.01
N -3.5333 1.0397 2.9550 -0.07 -0.11 -0.15
C -3.2431 2.0753 3.9410 0.06 0.00 0.02
C -4.6316 1.4814 2.0736 0.02 0.02 0.09
C -4.1707 2.4344 0.9793 -0.06 0.23 -0.06
N -3.3760 1.8077 -0.0615 0.05 -0.14 0.14
C -4.0079 1.1037 -1.0180 0.01 -0.10 -0.15
C -3.2022 0.4617 -1.9951 -0.03 -0.04 0.01
F -1.8412 0.6402 -1.8955 -0.01 -0.10 0.06
C -3.6727 -0.3185 -3.0204 -0.03 0.02 -0.01
F -2.7820 -0.8713 -3.8666 0.00 0.01 0.00
C -5.0255 -0.5371 -3.1954 0.03 0.01 0.00
C -5.8545 0.0808 -2.2784 0.01 0.02 0.03
F -7.1794 -0.0819 -2.3884 0.00 -0.01 0.01
C -5.3900 0.8664 -1.2405 0.03 -0.04 -0.01
F -6.3265 1.4012 -0.4202 0.03 0.00 0.02
H -4.9026 -0.0106 4.1962 0.01 -0.01 0.02
H -3.1958 -0.4585 4.3873 0.03 0.00 0.01
H -4.0887 -0.9882 2.9569 -0.01 -0.04 -0.02
H -2.4124 1.7629 4.5744 0.00 0.00 0.01
H -4.1158 2.2783 4.5790 0.00 -0.01 0.01
H -2.9615 3.0067 3.4516 0.00 0.01 0.00
H -5.4157 1.9548 2.6855 -0.04 -0.02 -0.04
H -5.0793 0.6018 1.6076 0.03 -0.02 0.00
H -3.5570 3.2145 1.4490 0.06 -0.02 -0.04
H -5.0445 2.9584 0.5853 -0.02 0.01 0.04
H -5.4151 -1.1441 -3.9963 0.00 -0.01 -0.03
C -1.5214 -2.9526 4.7209 0.03 -0.04 -0.05
C -0.7432 -1.9772 3.8794 0.27 0.07 0.32
O -1.1664 -1.5560 2.8059 -0.08 -0.01 -0.27
N 0.4387 -1.5647 4.3821 -0.17 -0.12 -0.07
C 1.3220 -0.6349 3.6873 -0.02 -0.05 0.05
C 1.0456 0.8197 3.9932 0.09 0.01 -0.04
C 1.6718 1.4603 5.0516 -0.04 0.05 -0.01
C 1.4359 2.8108 5.2568 0.01 -0.04 0.01
C 0.6004 3.4826 4.3820 0.03 -0.02 -0.06
C 0.0235 2.7635 3.3506 0.07 0.00 0.09
N 0.2153 1.4611 3.1677 0.06 -0.06 0.02
H -2.3365 -3.3611 4.1313 0.00 0.00 0.00
H -1.9357 -2.4370 5.5880 -0.01 0.01 0.02
H -0.8871 -3.7630 5.0797 0.00 0.01 0.01
H 0.7391 -1.9515 5.2610 0.00 0.02 0.01
H 1.2273 -0.7973 2.6124 0.02 -0.03 0.00
H 2.3445 -0.8834 3.9722 -0.01 0.04 -0.02
H 2.3513 0.9135 5.6911 0.02 -0.01 0.02
H 1.9165 3.3341 6.0723 0.01 0.00 0.00
H 0.4209 4.5433 4.4771 -0.02 0.02 0.01
H -0.6021 3.2537 2.6173 -0.10 0.02 0.04
N 0.4355 5.3765 -1.6048 0.00 0.02 0.00
C -0.6495 5.6647 -0.6059 0.06 0.01 -0.02
C -0.6878 4.4937 0.3669 -0.05 -0.05 0.20
N -0.8486 3.1925 -0.2541 -0.03 0.07 -0.12
C 0.0566 2.9929 -1.3775 0.01 -0.17 -0.04
C 0.0770 4.1362 -2.3787 0.01 0.00 0.03
H 1.3114 5.1976 -1.0940 0.04 -0.05 0.06
H 0.5862 6.1719 -2.2234 0.00 -0.02 0.02
H -1.5730 5.7796 -1.1736 0.00 0.00 0.01
H -0.4065 6.5997 -0.1034 -0.01 -0.02 0.02
H -1.5061 4.6694 1.0674 0.01 0.00 0.01
H 0.2579 4.4979 0.9216 -0.02 0.01 0.03
H -1.8273 2.9308 -0.4472 0.05 0.10 -0.08
H -0.2035 2.0764 -1.8981 -0.03 0.00 -0.05
H 1.0680 2.8678 -0.9815 -0.07 -0.02 -0.07
H -0.8899 4.3316 -2.8441 0.01 -0.03 -0.01
H 0.8336 3.9871 -3.1476 0.01 -0.02 0.01
N 2.3738 2.1578 0.6751 0.10 0.27 0.18
C 2.4458 3.3143 0.8323 -0.05 -0.13 -0.16
H 1.7280 0.3744 0.1014 0.25 0.19 0.08
N 1.1286 -0.4286 -0.0876 -0.21 -0.41 -0.23
P 1.6354 -1.5492 -1.0627 0.13 -0.01 -0.15
N 3.0429 -2.2298 -0.5414 0.00 0.08 0.06
C 3.8529 -3.0935 -1.3893 0.04 -0.05 -0.04
C 5.1750 -2.4239 -1.7487 -0.01 -0.02 -0.01
C 5.9158 -1.9824 -0.4894 0.01 0.00 0.01
C 5.0233 -1.1099 0.3898 -0.01 -0.03 -0.04
C 3.7118 -1.8255 0.6887 0.03 0.02 0.10
N 1.7995 -1.0663 -2.6469 -0.04 -0.08 0.07
C 1.9802 0.3425 -2.9700 -0.03 0.13 0.07
C 3.1463 0.5542 -3.9266 0.01 -0.02 -0.02
C 2.9862 -0.3030 -5.1786 0.00 0.01 0.01
C 2.7775 -1.7661 -4.8004 -0.01 0.01 0.01
C 1.6124 -1.9049 -3.8276 -0.06 -0.04 -0.03
N 0.5601 -2.8160 -1.1992 0.04 0.19 0.06
C -0.7654 -2.4760 -1.7067 -0.12 0.06 -0.05
C -1.4580 -3.7039 -2.2768 -0.01 0.00 0.00
C -1.5307 -4.8081 -1.2282 -0.01 0.00 0.01
C -0.1447 -5.0962 -0.6600 0.00 0.01 0.01
C 0.5045 -3.8206 -0.1397 0.01 -0.05 0.12
H 3.2883 -3.3591 -2.2826 0.00 0.01 -0.02
H 4.0505 -4.0301 -0.8495 -0.01 0.01 -0.01
H 4.9649 -1.5518 -2.3745 -0.01 0.01 -0.01
H 5.7881 -3.1106 -2.3366 0.00 0.00 -0.01
H 6.8307 -1.4505 -0.7538 0.01 0.00 0.00
H 6.2196 -2.8703 0.0762 0.01 -0.01 0.01
H 4.7984 -0.1652 -0.1149 -0.01 0.01 0.01
H 5.5301 -0.8623 1.3245 -0.01 0.01 0.02
H 3.0391 -1.1849 1.2553 0.03 -0.01 -0.01
H 3.9130 -2.7264 1.2873 -0.01 0.01 0.00
H 2.1329 0.9071 -2.0491 0.00 -0.01 -0.02
H 1.0558 0.7179 -3.4412 0.01 -0.01 0.01
H 4.0773 0.2989 -3.4135 0.01 -0.01 0.01
H 3.2076 1.6122 -4.1930 0.01 0.02 0.01
H 3.8523 -0.1938 -5.8329 0.00 0.00 0.00
H 2.1150 0.0464 -5.7441 0.00 0.00 -0.01
H 3.6857 -2.1601 -4.3361 0.02 -0.01 0.01
H 2.5788 -2.3675 -5.6898 -0.01 -0.01 0.00
H 1.4743 -2.9391 -3.5168 0.01 0.01 0.00
H 0.6864 -1.5969 -4.3380 0.01 0.00 0.00
H -0.6791 -1.6880 -2.4536 -0.01 -0.02 0.00
H -1.3940 -2.0704 -0.8875 0.02 -0.07 -0.03
H -0.8906 -4.0517 -3.1447 0.00 0.00 -0.01
H -2.4541 -3.4281 -2.6275 0.00 0.01 0.00
H -1.9690 -5.7127 -1.6510 0.00 -0.01 -0.01
H -2.1921 -4.4862 -0.4156 -0.01 0.00 0.01
H 0.4938 -5.5221 -1.4390 0.01 -0.01 -0.01
H -0.2049 -5.8272 0.1486 0.01 -0.01 0.01
H 1.5182 -4.0128 0.2117 -0.03 -0.01 0.00
H -0.0778 -3.4361 0.7162 0.02 -0.01 -0.02
```
Positions in Å, forces in eV/Å.

## Properties
- DFT total energy (eV) = -79718.60074
- LUMO level (eV) = -2.16
- relative energy (zero: lowest compared OMol25 entry of this formula, charge and spin) (eV) = 0.000
- charge = +1

Löwdin atomic charge list, values in e, 8 entries:
1. Ba 1.79
2. C -0.11
3. N -0.31
4. C -0.10
5. C -0.20
6. C -0.25
7. N -0.16
8. C -0.23